(1)
Here is the molecule C8H8Si from the Open Molecules 2025 dataset. Energies are from ωB97M-V/def2-TZVPD.

CARTESIAN COORDINATES (ANGSTROEM)
C (2.3736, -2.0216, -0.5958)
C (1.4825, -1.2609, -0.3680)
Si (-0.0481, -0.1575, 0.0514)
C (0.8832, 1.6364, 0.4949)
C (1.2641, 2.7377, 0.7717)
C (-0.8476, 0.2226, -1.5423)
C (-0.6749, 1.4323, -2.1023)
C (-1.3481, -0.7289, 1.2571)
C (-1.0956, -1.5502, 2.2573)
H (3.0090, -2.8278, -0.7040)
H (1.5426, 3.7182, 0.9203)
H (-1.2943, -0.6095, -2.0450)
H (-0.9374, 1.7842, -3.0928)
H (-0.0673, 2.0987, -1.5348)
H (-2.4055, -0.5670, 0.8710)
H (-1.7443, -2.1265, 3.0061)
H (-0.0918, -1.7801, 2.3552)

Forces on the atoms, in the same order (eV/Å):
-0.404 -0.055 0.181
-2.439 1.419 1.076
2.821 2.139 0.022
-1.717 -3.211 -0.133
-0.247 -0.634 -0.250
0.255 0.982 -0.721
0.219 -1.083 0.184
-1.611 -0.140 -1.264
-1.473 -1.009 1.194
1.173 -0.843 -0.351
0.551 1.371 0.344
-0.582 -0.233 -0.529
-0.395 -0.410 -0.033
0.097 0.802 0.214
1.263 0.173 0.813
0.443 1.256 -1.496
2.046 -0.524 0.750

Computed properties:
Structure (SMILES): C#C[Si](C#C)(C=C)C=C
HOMO, eV: -10.043
Multiplicity: 1

---

(2)
Here is the molecule C6H8BrN from the Open Molecules 2025 dataset. Energies are from ωB97M-V/def2-TZVPD.

CARTESIAN COORDINATES (ANGSTROEM)
C (3.7266, 0.0885, -0.6036)
C (2.4886, 0.1240, -0.2509)
N (1.2847, 0.0112, -0.1311)
C (0.1398, 0.4519, 0.5356)
Br (0.5656, 2.0539, 1.6323)
C (-1.0754, 0.0488, 0.1254)
C (-2.2700, 0.8068, 0.5894)
C (-1.3611, -1.3581, -0.4667)
H (4.1253, 0.6876, -1.3580)
H (4.4639, -0.5949, -0.2577)
H (-2.9702, 0.8579, -0.2192)
H (-2.6601, 0.1878, 1.3322)
H (-2.1499, 1.7997, 0.8768)
H (-1.1865, -1.4125, -1.5416)
H (-2.3737, -1.6600, -0.2802)
H (-0.7478, -2.0927, 0.0173)

Forces on the atoms, in the same order (eV/Å):
1.057 -0.375 0.195
-2.190 -0.163 0.404
-0.165 -1.005 0.243
1.713 0.868 -1.467
-0.668 -0.711 -0.403
0.287 -0.138 1.112
0.243 -1.087 -1.637
0.769 1.359 -0.205
0.112 1.232 -1.165
0.063 -0.584 0.824
-0.665 -0.290 -0.579
-1.255 -0.589 1.565
0.729 1.459 0.878
0.069 0.097 0.010
-0.658 0.210 0.098
0.558 -0.282 0.128

Computed properties:
Structure (SMILES): C=C=NC(Br)=C(C)C
HOMO, eV: -8.522
Multiplicity: 1

---

(3)
Here is a cluster of 2 separate species, C2H6N5O in total from the Open Molecules 2025 dataset. Energies are from ωB97M-V/def2-TZVPD.

CARTESIAN COORDINATES (ANGSTROEM)
C (2.0967, 1.2453, 0.1448)
C (0.9548, -0.4745, -1.0447)
N (-1.6458, -0.8766, -0.4402)
N (-0.8947, -0.1081, 0.2360)
N (-2.6321, -0.2966, 1.3876)
N (-2.7177, -1.0936, 0.3303)
N (-1.5221, 0.2396, 1.3653)
O (1.3772, 0.6925, -0.9846)
H (2.9261, 1.9584, -0.1551)
H (2.2325, 0.4458, 0.7951)
H (1.4801, 1.8886, 0.7488)
H (0.3661, -0.8430, -1.9233)
H (1.5287, -1.2515, -0.4605)
H (-3.5499, -1.5263, 0.0006)

Forces on the atoms, in the same order (eV/Å):
0.492 1.649 -0.277
1.700 -1.179 0.099
-1.005 -1.554 0.039
0.084 -0.544 -0.742
-2.674 -1.709 0.885
2.122 2.156 -0.672
1.874 1.511 0.622
-0.550 1.415 -1.193
-0.677 -1.745 -0.106
1.495 -1.455 1.041
-1.196 0.345 -0.429
0.270 0.902 0.869
-1.190 0.647 0.015
-0.746 -0.440 -0.151

Computed properties:
Total charge: +1
HOMO, eV: -16.002
Multiplicity: 1

---

(4)
Here is a structure of composition C11H15BeN2OS6Sb from the Open Molecules 2025 dataset. Energies are from ωB97M-V/def2-TZVPD.

CARTESIAN COORDINATES (ANGSTROEM)
Be (0.1163, 0.2672, -0.1462)
C (-0.8876, -2.6467, 1.2295)
C (0.2885, -1.9194, 1.7210)
N (0.7110, -0.7772, 1.2568)
C (1.7986, -0.2864, 1.9377)
C (2.2393, -1.0624, 2.9558)
S (1.2425, -2.4583, 3.0645)
C (2.2774, 0.9905, 1.4103)
C (3.3382, 1.7778, 1.7183)
S (3.3434, 3.1597, 0.6935)
C (1.9129, 2.5946, -0.0962)
N (1.4957, 1.4699, 0.3845)
C (1.2086, 3.3192, -1.1897)
H (-1.0395, -2.4923, 0.1611)
H (-1.7968, -2.2348, 1.7226)
H (-0.8455, -3.7106, 1.4528)
H (3.0529, -0.8823, 3.6365)
H (4.0935, 1.6282, 2.4692)
H (1.9033, 3.6220, -1.9744)
H (0.7075, 4.2033, -0.7938)
H (0.4460, 2.6531, -1.5911)
S (-3.6328, -1.1703, 2.9135)
Sb (-4.5146, -1.3651, 0.7392)
S (-1.5817, 1.2793, 0.4160)
S (-3.0316, 0.2681, -0.7122)
S (-3.8238, -3.4308, -0.1462)
C (1.5347, -0.9212, -3.5084)
C (0.2277, -0.6642, -2.7544)
C (-0.5940, 0.4214, -3.4460)
O (0.5081, -0.3313, -1.4515)
H (1.3508, -1.1747, -4.5566)
H (2.0859, -1.7386, -3.0398)
H (2.1577, -0.0225, -3.4670)
H (-0.3646, -1.5948, -2.7801)
H (-0.0081, 1.3468, -3.5017)
H (-1.4948, 0.6147, -2.8625)
H (-0.8732, 0.1243, -4.4615)

Forces on the atoms, in the same order (eV/Å):
-0.646 0.134 0.176
-0.182 0.036 -0.009
-0.027 0.038 0.001
0.128 -0.069 -0.071
0.058 -0.011 0.033
-0.049 -0.009 0.003
-0.048 0.061 -0.022
0.027 0.043 0.010
-0.066 -0.011 -0.003
-0.054 -0.024 0.005
-0.098 -0.018 0.013
0.184 -0.022 0.008
0.043 0.020 -0.003
0.052 0.014 0.008
0.199 -0.051 0.067
-0.027 0.000 -0.013
0.040 0.022 0.000
0.023 -0.024 0.030
-0.006 0.002 -0.004
0.002 -0.001 -0.009
-0.021 0.004 0.010
0.045 -0.006 -0.103
-0.019 -0.022 0.063
0.094 0.030 -0.213
0.030 -0.034 0.185
-0.093 -0.047 -0.049
-0.025 -0.008 0.045
-0.347 0.006 -0.061
0.067 0.027 0.039
0.729 -0.111 -0.015
-0.013 -0.012 -0.007
0.012 -0.006 0.018
0.010 0.025 -0.015
-0.017 0.051 -0.025
0.034 -0.001 -0.044
-0.021 -0.029 -0.035
-0.017 0.004 -0.015

Computed properties:
Total charge: -2
HOMO, eV: 0.337
Multiplicity: 1

---

(5)
Here is a cluster of 2 separate species, C3H4N2O in total from the Open Molecules 2025 dataset. Energies are from ωB97M-V/def2-TZVPD.

CARTESIAN COORDINATES (ANGSTROEM)
C (-1.8144, -0.7540, -0.1680)
C (-1.9786, 0.5568, 0.1086)
C (1.2942, 0.5850, -0.3606)
N (-0.9524, -1.6555, -0.1922)
N (1.4620, -0.4421, 0.3423)
O (-2.5913, 1.5524, 0.2121)
H (1.4802, 1.5470, 0.0977)
H (1.1947, 0.5909, -1.3756)
H (0.1199, -1.5878, 0.0425)
H (1.7858, -0.3927, 1.2933)

Forces on the atoms, in the same order (eV/Å):
2.736 0.554 0.734
-1.452 -2.004 -0.813
1.710 1.027 3.663
0.138 0.489 0.229
-0.235 -1.821 -1.160
0.266 0.894 0.270
-0.090 0.601 -0.073
-1.036 -0.560 -2.681
-1.764 -0.025 -0.548
-0.272 0.846 0.378

Computed properties:
HOMO (alpha / beta), eV: -7.427 / -10.857
Multiplicity: 3

---

What largest force on an atom values result from the calculations? In sequence: 3.64, 2.42, 3.29, 0.74, 4.17 eV Å⁻¹.
What relative energy (zero: lowest compared OMol25 entry of this formula, charge and spin) values result from the calculations? In sequence: 245.7, 140.4, 151.3, 103.2, 0.0 kJ/mol.